{
  "formula": "C19H47BN6O15S",
  "method": "ωB97M-V/def2-TZVPD",
  "homo_lumo_gap_ev": 7.430,
  "e_tot_ev": -71611.247,
  "lumo_energy_ev": -0.4211,
  "symbols": ["C", "C", "C", "B", "C", "O", "C", "C", "O", "C", "C", "O", "C", "C", "C", "S", "C", "C", "H", "H", "H", "H", "H", "H", "H", "H", "H", "H", "H", "H", "H", "H", "H", "H", "H", "H", "H", "H", "H", "H", "H", "H", "H", "H", "H", "H", "H", "C", "N", "O", "O", "H", "H", "H", "C", "N", "O", "O", "H", "H", "H", "C", "N", "O", "O", "H", "H", "H", "C", "N", "O", "O", "H", "H", "H", "C", "N", "O", "O", "H", "H", "H", "C", "N", "O", "O", "H", "H", "H"],
  "xyz": [[3.96, -0.45, 2.63], [5.11, 0.14, 3.49], [5.73, 1.42, 2.89], [4.77, 2.66, 3.09], [4.66, 3.25, 4.56], [3.37, 3.76, 4.92], [2.50, 2.82, 5.51], [1.42, 2.42, 4.50], [0.18, 3.01, 4.85], [-0.77, 2.89, 3.81], [-1.29, 1.46, 3.65], [-1.08, 1.05, 2.30], [-0.67, -0.30, 2.18], [-1.75, -1.31, 2.57], [3.99, 3.18, 1.83], [3.33, 4.87, 1.92], [1.70, 4.82, 1.10], [1.52, 3.74, 0.05], [4.01, -1.53, 2.65], [4.04, -0.12, 1.59], [2.99, -0.14, 3.01], [5.88, -0.62, 3.61], [4.71, 0.36, 4.49], [6.73, 1.61, 3.28], [5.86, 1.24, 1.82], [4.99, 2.48, 5.27], [5.39, 4.06, 4.67], [2.01, 3.29, 6.36], [3.04, 1.94, 5.86], [1.32, 1.33, 4.41], [1.74, 2.80, 3.52], [-0.31, 3.17, 2.86], [-1.58, 3.59, 4.04], [-2.34, 1.37, 3.92], [-0.72, 0.81, 4.33], [0.23, -0.43, 2.80], [-0.36, -0.43, 1.14], [-2.73, -0.86, 2.40], [-1.69, -2.20, 1.94], [-1.66, -1.65, 3.60], [3.21, 2.44, 1.62], [4.68, 3.13, 0.98], [0.92, 4.74, 1.86], [1.62, 5.80, 0.64], [0.57, 3.87, -0.47], [1.51, 2.74, 0.48], [2.32, 3.78, -0.70], [2.69, -4.82, 1.52], [2.13, -3.47, 1.83], [2.09, -2.65, 0.93], [1.76, -3.28, 2.97], [2.97, -4.84, 0.48], [3.54, -4.97, 2.18], [1.90, -5.54, 1.74], [-2.62, -2.53, -1.17], [-2.00, -3.88, -1.07], [-1.85, -4.36, 0.04], [-1.66, -4.41, -2.10], [-2.85, -2.19, -0.17], [-1.91, -1.88, -1.66], [-3.52, -2.63, -1.79], [-4.62, -1.56, -5.89], [-3.93, -1.71, -4.58], [-2.84, -1.18, -4.44], [-4.50, -2.36, -3.73], [-3.99, -0.95, -6.53], [-4.77, -2.55, -6.29], [-5.57, -1.08, -5.70], [8.48, 4.98, 4.14], [8.85, 3.60, 4.56], [9.05, 3.40, 5.74], [8.92, 2.77, 3.69], [8.45, 5.61, 5.02], [9.23, 5.32, 3.44], [7.50, 4.92, 3.66], [-9.04, -3.45, -7.80], [-8.03, -2.61, -7.10], [-8.04, -1.42, -7.31], [-7.25, -3.18, -6.36], [-9.66, -2.81, -8.41], [-8.50, -4.18, -8.40], [-9.63, -3.96, -7.04], [-8.82, -4.49, -12.33], [-9.50, -4.72, -11.03], [-10.60, -4.23, -10.86], [-8.90, -5.39, -10.20], [-9.47, -3.89, -12.95], [-7.88, -3.99, -12.12], [-8.64, -5.47, -12.77]]
}

=====

{
  "formula": "C19H48BFIO5",
  "method": "ωB97M-V/def2-TZVPD",
  "homo_lumo_gap_ev": 7.017,
  "total_charge": -1,
  "e_tot_ev": -42213.839,
  "lumo_energy_ev": 2.4870,
  "symbols": ["C", "C", "C", "I", "B", "C", "O", "C", "C", "C", "F", "H", "H", "H", "H", "H", "H", "H", "H", "H", "H", "H", "H", "H", "H", "H", "H", "C", "C", "C", "O", "H", "H", "H", "H", "H", "H", "H", "H", "C", "C", "C", "O", "H", "H", "H", "H", "H", "H", "H", "H", "C", "C", "C", "O", "H", "H", "H", "H", "H", "H", "H", "H", "C", "C", "C", "O", "H", "H", "H", "H", "H", "H", "H", "H"],
  "xyz": [[-1.20, 2.88, 0.36], [-0.30, 2.11, -0.63], [0.64, 1.07, 0.02], [1.55, 1.84, 1.87], [0.02, -0.45, 0.30], [-1.50, -0.68, -0.24], [-2.50, 0.10, 0.44], [-3.53, 0.52, -0.41], [1.06, -1.51, -0.42], [2.34, -1.77, 0.37], [0.47, -2.79, -0.67], [-1.40, 2.30, 1.25], [-2.18, 3.09, -0.08], [-0.76, 3.85, 0.60], [0.33, 2.87, -1.10], [-0.88, 1.67, -1.43], [1.51, 0.99, -0.63], [0.04, -0.67, 1.50], [-1.75, -1.74, -0.09], [-1.54, -0.53, -1.33], [-3.14, 0.94, -1.35], [-4.11, 1.31, 0.07], [-4.19, -0.31, -0.67], [1.36, -1.13, -1.41], [3.06, -0.96, 0.26], [2.77, -2.70, -0.01], [2.10, -1.96, 1.42], [-1.44, 6.69, -1.46], [-1.05, 5.79, -2.62], [-1.54, 6.33, -3.95], [-1.55, 4.47, -2.40], [-2.53, 6.77, -1.39], [-1.07, 6.28, -0.52], [-1.03, 7.70, -1.59], [0.04, 5.68, -2.65], [-2.63, 6.40, -3.95], [-1.25, 5.67, -4.76], [-1.13, 7.33, -4.15], [-2.51, 4.53, -2.36], [6.76, 0.25, 0.60], [6.32, -1.16, 0.96], [7.11, -1.71, 2.14], [6.46, -2.02, -0.17], [7.81, 0.26, 0.29], [6.17, 0.62, -0.25], [6.63, 0.94, 1.43], [5.26, -1.15, 1.22], [8.18, -1.76, 1.89], [6.78, -2.72, 2.38], [6.99, -1.08, 3.02], [7.39, -2.04, -0.41], [-7.62, -1.82, -3.11], [-7.45, -1.25, -1.70], [-8.79, -0.82, -1.11], [-6.54, -0.16, -1.71], [-8.03, -1.06, -3.78], [-6.65, -2.12, -3.51], [-8.28, -2.68, -3.11], [-7.00, -2.01, -1.06], [-9.24, -0.03, -1.72], [-8.65, -0.42, -0.11], [-9.49, -1.66, -1.06], [-6.91, 0.53, -2.27], [3.44, -5.07, 2.48], [3.92, -4.36, 3.74], [3.63, -5.19, 4.98], [3.31, -3.08, 3.84], [2.35, -5.22, 2.51], [3.65, -4.46, 1.59], [3.92, -6.04, 2.36], [4.99, -4.18, 3.66], [2.56, -5.35, 5.09], [3.98, -4.67, 5.88], [4.12, -6.16, 4.93], [2.35, -3.21, 3.90]]
}

=====

{
  "formula": "C19H49Ag3NO15P",
  "method": "ωB97M-V/def2-TZVPD",
  "homo_lumo_gap_ev": 4.189,
  "total_charge": 2,
  "e_tot_ev": -73962.369,
  "lumo_energy_ev": -8.7358,
  "symbols": ["Ag", "Ag", "Ag", "N", "O", "O", "O", "C", "O", "P", "O", "O", "C", "O", "C", "H", "H", "H", "H", "H", "H", "H", "H", "H", "C", "O", "C", "C", "O", "C", "H", "H", "H", "H", "H", "H", "H", "H", "H", "H", "C", "O", "C", "C", "O", "C", "H", "H", "H", "H", "H", "H", "H", "H", "H", "H", "C", "O", "C", "C", "O", "C", "H", "H", "H", "H", "H", "H", "H", "H", "H", "H", "C", "O", "C", "C", "O", "C", "H", "H", "H", "H", "H", "H", "H", "H", "H", "H"],
  "xyz": [[-0.22, -1.49, -4.34], [-2.01, -2.98, -0.51], [-3.06, -0.07, -2.71], [-0.67, -0.08, -1.08], [-0.63, 0.17, -2.33], [-1.76, -0.56, -0.62], [0.27, 0.14, -0.36], [-3.84, -1.46, 2.41], [-3.87, -2.54, 3.31], [-3.30, -4.00, 2.96], [-2.48, -4.00, 1.73], [-2.53, -4.49, 4.22], [-1.30, -3.81, 4.54], [-4.63, -4.84, 2.95], [-4.74, -5.97, 2.04], [-4.83, -1.12, 2.08], [-3.14, -1.65, 1.58], [-3.39, -0.58, 2.87], [-1.27, -3.53, 5.59], [-1.27, -2.82, 4.06], [-0.45, -4.41, 4.25], [-3.74, -6.36, 1.85], [-5.10, -5.54, 1.11], [-5.37, -6.78, 2.38], [1.13, -0.75, 2.52], [1.75, -0.75, 3.77], [0.91, -0.80, 4.91], [1.72, -1.08, 6.17], [2.15, -2.43, 6.11], [3.06, -2.70, 7.17], [0.10, -0.40, 2.54], [1.13, -1.77, 2.12], [1.70, -0.11, 1.85], [0.15, -1.57, 4.77], [0.49, 0.21, 5.02], [1.07, -0.85, 7.03], [2.60, -0.43, 6.24], [3.15, -3.76, 7.44], [2.85, -2.11, 8.06], [4.08, -2.49, 6.81], [2.23, -1.52, -2.14], [1.99, -1.87, -3.52], [3.04, -1.42, -4.35], [2.72, -1.40, -5.85], [1.35, -1.18, -6.14], [0.95, -1.64, -7.42], [1.60, -2.11, -1.47], [2.04, -0.46, -2.01], [3.26, -1.79, -1.87], [3.96, -1.99, -4.18], [3.28, -0.37, -4.13], [2.85, -2.46, -6.13], [3.44, -0.78, -6.36], [1.35, -1.00, -8.21], [-0.12, -1.64, -7.60], [1.29, -2.67, -7.58], [-1.31, 2.43, 3.91], [-2.17, 2.65, 2.82], [-1.64, 2.28, 1.58], [-0.42, 3.06, 1.08], [-0.70, 4.44, 1.07], [-1.43, 4.88, -0.04], [-0.34, 2.91, 3.85], [-1.29, 1.35, 4.15], [-1.89, 2.80, 4.76], [-2.41, 2.33, 0.80], [-1.38, 1.21, 1.66], [0.06, 2.69, 0.16], [0.36, 2.95, 1.84], [-2.38, 4.35, -0.18], [-0.82, 4.91, -0.95], [-1.76, 5.92, 0.07], [3.75, 4.86, -5.45], [2.99, 3.95, -4.71], [1.67, 4.39, -4.51], [1.00, 3.43, -3.50], [-0.28, 3.97, -3.24], [-1.43, 3.22, -3.40], [3.40, 4.95, -6.49], [4.80, 4.58, -5.46], [3.71, 5.88, -5.05], [1.07, 4.23, -5.41], [1.73, 5.38, -4.06], [1.56, 3.30, -2.58], [0.97, 2.45, -3.98], [-1.58, 2.47, -2.61], [-1.54, 2.74, -4.38], [-2.28, 3.91, -3.32]]
}

=====

{
  "formula": "C19H4BrCl5F5O3Ta",
  "method": "ωB97M-V/def2-TZVPD",
  "homo_lumo_gap_ev": 6.275,
  "total_charge": 2,
  "e_tot_ev": -173687.140,
  "lumo_energy_ev": -8.5849,
  "symbols": ["Ta", "Cl", "C", "C", "Cl", "C", "Cl", "C", "O", "C", "Cl", "C", "Cl", "F", "C", "C", "C", "F", "C", "F", "C", "F", "C", "F", "Br", "C", "C", "C", "C", "C", "C", "C", "O", "O", "H", "H", "H", "H"],
  "xyz": [[0.16, -1.27, 1.41], [4.22, -7.00, 2.97], [3.31, -5.75, 2.26], [2.52, -4.93, 3.09], [2.43, -5.15, 4.77], [1.81, -3.92, 2.47], [0.76, -2.84, 3.40], [1.85, -3.70, 1.11], [1.07, -2.67, 0.61], [2.61, -4.50, 0.29], [2.63, -4.20, -1.39], [3.36, -5.53, 0.88], [4.32, -6.53, -0.11], [-1.55, -2.79, 1.73], [-2.18, -2.25, 0.58], [-1.45, -1.19, 0.09], [-1.97, -0.53, -1.02], [-1.35, 0.49, -1.56], [-3.16, -0.97, -1.58], [-3.67, -0.37, -2.63], [-3.84, -2.06, -1.03], [-4.96, -2.45, -1.57], [-3.35, -2.74, 0.10], [-4.00, -3.75, 0.62], [-1.07, 0.03, 3.46], [-0.03, 1.70, 3.59], [-0.38, 2.57, 4.58], [0.38, 3.74, 4.67], [1.43, 3.99, 3.80], [1.76, 3.07, 2.81], [1.02, 1.91, 2.69], [1.20, 0.82, 1.73], [1.84, -0.25, 2.02], [0.40, 0.67, 0.73], [-1.20, 2.38, 5.26], [0.13, 4.47, 5.43], [2.00, 4.90, 3.89], [2.58, 3.26, 2.13]]
}